DFT (ωB97M-V/def2-TZVPD) results for a 11-piece molecular cluster, C35H73N3O14 overall in a non-equilibrium geometry.

## Properties
- Kohn-Sham gap (eV) = 9.85
- E (Eh) = -2594.52419
- LUMO level (Eh) = 0.017
- SMILES = C[N+](=O)[O-].C[N+](=O)[O-].C[N+](=O)[O-].C1CCOC1.C1CCOC1.C1CCOC1.C1CCOC1.C1CCOC1.C1CCOC1.C1CCOC1.C1CCOC1

Last column: Löwdin charge in e.
CARTESIAN COORDINATES (ANGSTROEM)
C 1.109 3.816 -2.022  0.08
N 2.293 2.900 -2.351  -0.39
O 2.632 2.127 -1.483  0.04
O 2.803 3.033 -3.453  0.07
H 0.412 3.221 -1.442  0.08
H 0.686 4.170 -2.955  0.08
H 1.604 4.502 -1.348  0.08
C 3.656 2.458 1.307  0.05
N 3.339 3.881 1.558  -0.44
O 3.320 4.286 2.703  0.07
O 3.150 4.621 0.605  0.04
H 4.429 2.436 0.554  0.10
H 2.721 2.160 0.841  0.07
H 3.837 2.071 2.298  0.09
C 0.897 -1.363 -4.410  0.06
N 2.164 -0.587 -4.288  -0.43
O 2.870 -0.814 -3.334  0.07
O 2.395 0.227 -5.170  0.06
H 0.127 -0.624 -4.198  0.09
H 0.815 -2.133 -3.661  0.08
H 0.914 -1.785 -5.399  0.10
C 5.033 -5.207 0.125  -0.14
C 5.086 -3.613 0.031  -0.11
C 3.834 -3.291 -0.827  -0.21
O 3.166 -4.501 -1.195  -0.16
C 4.168 -5.595 -1.060  -0.16
H 4.591 -5.589 1.045  0.10
H 6.073 -5.517 0.133  0.10
H 5.993 -3.185 -0.407  0.11
H 4.936 -3.111 0.980  0.06
H 4.078 -2.696 -1.711  0.10
H 3.059 -2.691 -0.345  0.09
H 4.765 -5.649 -1.978  0.12
H 3.577 -6.495 -0.937  0.11
C -1.152 3.642 -5.338  -0.14
C -2.502 3.181 -4.682  -0.14
C -1.942 2.520 -3.448  -0.20
O -0.631 2.008 -3.711  -0.21
C -0.252 2.439 -5.055  -0.17
H -0.821 4.583 -4.897  0.11
H -1.318 3.879 -6.390  0.11
H -2.932 2.521 -5.431  0.11
H -3.158 4.005 -4.392  0.12
H -2.439 1.578 -3.312  0.10
H -1.875 3.184 -2.574  0.11
H -0.452 1.564 -5.693  0.12
H 0.812 2.597 -4.935  0.09
C 4.259 -2.499 3.821  -0.15
C 2.852 -3.115 3.554  -0.14
C 2.087 -2.419 4.688  -0.23
O 2.626 -1.125 4.825  -0.14
C 3.923 -1.103 4.257  -0.22
H 4.821 -2.591 2.895  0.08
H 4.730 -3.012 4.654  0.12
H 2.685 -4.192 3.569  0.11
H 2.427 -2.691 2.628  0.09
H 2.269 -2.875 5.668  0.12
H 1.015 -2.360 4.499  0.11
H 4.611 -0.680 4.993  0.12
H 4.035 -0.397 3.421  0.11
C -2.154 -5.364 0.216  -0.12
C -1.518 -3.931 0.136  -0.16
C -0.503 -4.103 -0.957  -0.21
O -1.086 -5.009 -1.920  -0.15
C -2.077 -5.782 -1.281  -0.22
H -3.155 -5.512 0.615  0.11
H -1.449 -5.999 0.762  0.11
H -1.085 -3.515 1.051  0.10
H -2.250 -3.238 -0.273  0.10
H 0.406 -4.613 -0.628  0.12
H -0.215 -3.194 -1.485  0.10
H -1.965 -6.848 -1.465  0.11
H -2.925 -5.479 -1.898  0.11
C -1.221 0.671 7.405  -0.16
C -1.577 -0.374 6.267  -0.15
C -1.807 0.486 5.048  -0.22
O -1.488 1.843 5.368  -0.15
C -0.656 1.793 6.588  -0.18
H -0.640 0.288 8.235  0.11
H -2.167 0.968 7.858  0.10
H -2.411 -1.042 6.486  0.10
H -0.707 -1.031 6.309  0.09
H -2.813 0.471 4.651  0.12
H -1.113 0.175 4.260  0.10
H -0.802 2.781 7.001  0.12
H 0.372 1.493 6.359  0.12
C -4.073 -0.882 -2.071  -0.17
C -5.324 -0.635 -2.903  -0.16
C -5.449 0.860 -2.815  -0.23
O -4.778 1.314 -1.670  -0.15
C -4.212 0.182 -1.016  -0.20
H -3.193 -0.675 -2.690  0.11
H -3.954 -1.878 -1.651  0.11
H -6.142 -1.106 -2.352  0.12
H -5.251 -1.074 -3.895  0.12
H -6.471 1.232 -2.735  0.12
H -4.965 1.361 -3.659  0.11
H -4.879 -0.066 -0.185  0.12
H -3.282 0.569 -0.604  0.11
C 1.022 -0.729 -0.309  -0.16
C 0.590 -0.720 1.160  -0.13
C 0.022 0.703 1.306  -0.18
O -0.312 1.177 0.009  -0.15
C -0.089 0.133 -0.919  -0.20
H 1.089 -1.765 -0.648  0.08
H 1.991 -0.237 -0.431  0.11
H 1.415 -0.923 1.835  0.09
H -0.194 -1.456 1.332  0.10
H 0.630 1.483 1.757  0.11
H -0.897 0.787 1.891  0.11
H 0.209 0.536 -1.886  0.10
H -1.006 -0.478 -0.996  0.12
C -1.913 5.301 0.679  -0.12
C -2.856 4.133 0.276  -0.17
C -3.582 4.649 -0.929  -0.23
O -2.599 5.411 -1.638  -0.16
C -1.937 6.182 -0.618  -0.19
H -0.860 5.050 0.773  0.09
H -2.237 5.845 1.561  0.10
H -3.554 3.879 1.086  0.11
H -2.421 3.183 -0.031  0.09
H -4.423 5.182 -0.485  0.12
H -3.894 3.843 -1.592  0.10
H -2.469 7.128 -0.456  0.11
H -0.955 6.460 -0.999  0.11